{
  "formula": "C5H13N2",
  "method": "ωB97M-V/def2-TZVPD",
  "max_force_ha_per_bohr": 0.068,
  "total_charge": 1,
  "e_above_lowest_ev": 6.119,
  "lumo_ha": -0.2835,
  "energy_ha": -307.39676,
  "orbital_gap_ev": 6.4,
  "e_homo_ev": -14.1,
  "species": ["C", "C", "C", "C", "C", "N", "N", "H", "H", "H", "H", "H", "H", "H", "H", "H", "H", "H", "H", "H"],
  "positions_angstrom": [[-1.158, -0.737, 1.547], [0.258, -0.352, 1.043], [0.198, 0.669, -0.093], [-0.954, 0.645, -0.928], [1.856, -0.571, -1.612], [1.659, 0.570, -0.655], [-2.220, 0.272, 1.411], [-1.003, -1.084, 2.575], [-1.481, -1.574, 0.908], [0.891, 0.124, 1.795], [0.773, -1.295, 0.826], [-1.354, -0.337, -1.208], [-1.254, 1.536, -1.508], [0.924, -0.716, -2.161], [2.207, -1.439, -1.046], [2.555, -0.446, -2.432], [1.858, 1.417, -1.194], [-2.068, 1.111, 1.979], [-2.097, 0.562, 0.401], [0.412, 1.647, 0.350]]
}



{
  "formula": "C5H6Br2",
  "method": "ωB97M-V/def2-TZVPD",
  "max_force_ha_per_bohr": 0.109,
  "total_charge": 0,
  "e_above_lowest_ev": 3.634,
  "lumo_ha": [-0.0231, -0.0229],
  "energy_ha": -5341.98070,
  "orbital_gap_ev": [8.0, 8.0],
  "e_homo_ev": [-8.6, -8.6],
  "species": ["C", "C", "C", "C", "C", "Br", "Br", "H", "H", "H", "H", "H", "H"],
  "positions_angstrom": [[-0.965, 0.266, 0.179], [-2.031, 0.866, -0.141], [-0.229, -1.057, -0.065], [1.199, 0.754, 0.521], [1.094, -0.393, -0.371], [2.088, 2.238, -0.034], [2.618, -1.981, 0.006], [-2.239, 1.927, 0.114], [-2.900, 0.344, -0.602], [-0.297, -1.671, 0.948], [-0.827, -1.565, -0.728], [1.101, 0.543, 1.519], [1.388, -0.270, -1.347]]
}



{
  "formula": "C16H32O32S8",
  "method": "ωB97M-V/def2-TZVPD",
  "max_force_ha_per_bohr": 0.086,
  "total_charge": 0,
  "e_above_lowest_ev": 2.691,
  "lumo_ha": -0.0023,
  "energy_ha": -6221.78000,
  "orbital_gap_ev": 10.7,
  "e_homo_ev": -10.8,
  "species": ["C", "C", "O", "S", "O", "O", "O", "H", "H", "H", "H", "C", "C", "O", "S", "O", "O", "O", "H", "H", "H", "H", "C", "C", "O", "S", "O", "O", "O", "H", "H", "H", "H", "C", "C", "O", "S", "O", "O", "O", "H", "H", "H", "H", "C", "C", "O", "S", "O", "O", "O", "H", "H", "H", "H", "C", "C", "O", "S", "O", "O", "O", "H", "H", "H", "H", "C", "C", "O", "S", "O", "O", "O", "H", "H", "H", "H", "C", "C", "O", "S", "O", "O", "O", "H", "H", "H", "H"],
  "positions_angstrom": [[2.226, -4.667, -0.362], [1.107, -3.887, 0.333], [1.721, -2.778, 0.999], [3.246, -3.209, 1.338], [3.346, -3.781, 2.635], [3.998, -2.081, 0.888], [3.375, -4.387, 0.353], [2.529, -4.389, -1.361], [1.960, -5.680, -0.257], [0.517, -4.336, 1.132], [0.357, -3.310, -0.189], [4.463, 1.257, -2.537], [3.830, 0.782, -3.866], [4.260, -0.576, -4.055], [4.470, -1.252, -2.694], [5.434, -2.226, -2.829], [3.246, -1.499, -2.058], [5.192, 0.093, -2.034], [3.739, 1.557, -1.854], [5.287, 1.918, -2.725], [4.193, 1.447, -4.631], [2.779, 1.004, -3.841], [1.755, 4.090, 4.178], [0.923, 5.255, 4.577], [-0.344, 5.111, 3.799], [-0.703, 3.560, 3.952], [-1.272, 3.032, 2.749], [-1.376, 3.344, 5.138], [0.759, 3.040, 3.929], [2.389, 3.733, 5.015], [2.375, 4.292, 3.314], [1.334, 6.228, 4.286], [0.620, 5.401, 5.611], [-4.344, 2.032, 3.896], [-4.011, 0.567, 3.684], [-5.054, -0.040, 2.870], [-5.552, 1.118, 1.759], [-6.993, 1.128, 1.665], [-4.753, 1.081, 0.565], [-4.977, 2.324, 2.635], [-3.503, 2.688, 4.269], [-5.022, 2.179, 4.756], [-3.856, 0.010, 4.591], [-3.072, 0.567, 3.118], [-6.015, -0.726, -1.973], [-4.837, -1.170, -2.916], [-3.822, -1.356, -1.905], [-4.479, -2.174, -0.668], [-3.916, -1.807, 0.606], [-4.493, -3.578, -0.981], [-5.874, -1.536, -0.790], [-6.985, -0.862, -2.456], [-5.845, 0.371, -1.728], [-4.551, -0.417, -3.625], [-5.084, -2.129, -3.418], [2.927, 0.883, 1.981], [4.209, 0.440, 2.694], [4.852, 1.734, 2.820], [4.682, 2.650, 1.603], [5.575, 2.415, 0.584], [4.544, 3.985, 2.090], [3.300, 1.932, 1.135], [2.234, 1.356, 2.694], [2.528, 0.103, 1.351], [4.759, -0.162, 1.980], [4.062, -0.123, 3.597], [0.652, -2.675, -4.552], [-0.713, -3.134, -4.112], [-1.534, -2.972, -5.310], [-1.142, -1.639, -6.061], [-1.933, -0.564, -5.549], [-1.102, -1.844, -7.501], [0.345, -1.509, -5.471], [1.172, -3.455, -5.157], [1.173, -2.259, -3.679], [-1.186, -2.482, -3.410], [-0.642, -4.181, -3.823], [-0.285, 1.134, 0.759], [-1.728, 1.056, 0.453], [-1.806, 0.627, -0.980], [-0.619, -0.301, -1.329], [-0.193, -0.200, -2.733], [-0.812, -1.644, -0.776], [0.463, 0.358, -0.288], [0.038, 0.586, 1.659], [0.022, 2.179, 0.806], [-2.247, 1.995, 0.549], [-2.290, 0.356, 1.088]]
}



{
  "formula": "C2H4N2P2",
  "method": "ωB97M-V/def2-TZVPD",
  "max_force_ha_per_bohr": 0.082,
  "total_charge": 0,
  "e_above_lowest_ev": 0.000,
  "multiplicity": 3,
  "lumo_ha": [0.0020, -0.0629],
  "s2": 2.009,
  "energy_ha": -870.64795,
  "orbital_gap_ev": [5.4, 7.4],
  "e_homo_ev": [-5.4, -9.1],
  "species": ["C", "C", "N", "N", "P", "P", "H", "H", "H", "H"],
  "positions_angstrom": [[1.645, 0.367, -0.651], [-2.409, -0.557, 0.644], [0.699, 1.289, -0.505], [-1.568, 0.343, 0.457], [-0.737, 1.646, -0.049], [2.597, -0.297, 0.590], [1.903, 0.167, -1.688], [-2.543, -1.002, 1.627], [-3.033, -0.973, -0.145], [3.445, -0.982, -0.281]]
}



{
  "formula": "C20H31N3O2",
  "method": "ωB97M-V/def2-TZVPD",
  "max_force_ha_per_bohr": 0.012,
  "total_charge": 0,
  "e_above_lowest_ev": 0.318,
  "lumo_ha": 0.0309,
  "smiles": "CC[C@@H](C)[C@@H](NC(=O)[C@H]1CC[C@@H](C)CC1)C(=O)NCc1ccccn1",
  "energy_ha": -1095.52155,
  "orbital_gap_ev": 10.3,
  "e_homo_ev": -9.4,
  "species": ["C", "C", "C", "C", "C", "N", "C", "O", "C", "C", "C", "C", "C", "C", "C", "C", "O", "N", "C", "C", "C", "C", "C", "C", "N", "H", "H", "H", "H", "H", "H", "H", "H", "H", "H", "H", "H", "H", "H", "H", "H", "H", "H", "H", "H", "H", "H", "H", "H", "H", "H", "H", "H", "H", "H", "H"],
  "positions_angstrom": [[1.205, -2.777, 4.754], [0.510, -2.139, 3.557], [1.165, -2.523, 2.224], [0.774, -3.934, 1.791], [0.793, -1.528, 1.105], [-0.636, -1.390, 0.944], [-1.188, -1.309, -0.296], [-0.591, -1.671, -1.289], [-2.613, -0.769, -0.278], [-3.335, -0.992, -1.609], [-2.753, -0.134, -2.731], [-2.753, 1.349, -2.366], [-2.145, 2.183, -3.489], [-1.975, 1.541, -1.064], [-2.597, 0.728, 0.067], [1.365, -0.135, 1.387], [0.740, 0.697, 2.017], [2.603, 0.077, 0.902], [3.223, 1.390, 0.929], [2.909, 2.136, -0.345], [1.644, 2.674, -0.556], [1.384, 3.293, -1.767], [2.394, 3.357, -2.715], [3.621, 2.793, -2.403], [3.874, 2.193, -1.252], [1.164, -3.862, 4.702], [2.249, -2.474, 4.796], [0.722, -2.464, 5.677], [-0.538, -2.446, 3.544], [0.543, -1.054, 3.674], [2.253, -2.475, 2.346], [-0.294, -3.981, 1.592], [1.016, -4.656, 2.566], [1.301, -4.217, 0.883], [1.174, -1.899, 0.146], [-1.097, -0.921, 1.709], [-3.151, -1.307, 0.512], [-3.259, -2.045, -1.886], [-4.392, -0.749, -1.475], [-1.731, -0.457, -2.926], [-3.337, -0.292, -3.641], [-3.788, 1.676, -2.205], [-1.112, 1.888, -3.661], [-2.700, 2.042, -4.414], [-2.166, 3.242, -3.237], [-0.942, 1.221, -1.215], [-1.965, 2.598, -0.787], [-2.041, 0.906, 0.990], [-3.626, 1.061, 0.228], [3.008, -0.599, 0.274], [4.303, 1.274, 1.032], [2.811, 1.919, 1.791], [0.891, 2.599, 0.213], [0.411, 3.717, -1.969], [2.233, 3.830, -3.671], [4.444, 2.816, -3.105]]
}



{
  "formula": "C7H9Cl3CrF2NO8",
  "method": "ωB97M-V/def2-TZVPD",
  "max_force_ha_per_bohr": 0.084,
  "total_charge": 0,
  "multiplicity": 4,
  "lumo_ha": [-0.0496, -0.0314],
  "s2": 3.840,
  "energy_ha": -3553.58472,
  "orbital_gap_ev": [7.8, 8.2],
  "e_homo_ev": [-9.1, -9.1],
  "species": ["Cr", "Cl", "Cl", "Cl", "C", "N", "O", "O", "H", "H", "H", "C", "C", "O", "C", "O", "O", "F", "H", "H", "H", "C", "C", "O", "C", "O", "O", "F", "H", "H", "H"],
  "positions_angstrom": [[1.865, 1.647, -0.017], [1.720, 4.028, -0.430], [2.576, 1.745, 2.236], [3.678, 1.020, -1.393], [0.618, 1.091, -4.253], [0.477, 0.647, -2.832], [0.529, 1.440, -1.885], [0.614, -0.543, -2.666], [0.272, 2.102, -4.470], [-0.053, 0.460, -4.836], [1.671, 1.001, -4.519], [-2.296, 1.455, 3.388], [-3.235, 2.000, 2.327], [-2.454, 1.911, 1.172], [-1.186, 1.548, 1.467], [-0.278, 1.477, 0.679], [-1.104, 1.383, 2.728], [-3.573, 3.236, 2.639], [-2.530, 0.478, 3.810], [-2.127, 2.093, 4.255], [-4.111, 1.360, 2.223], [1.579, -3.868, 0.019], [0.067, -3.646, -0.140], [0.016, -2.414, 0.578], [1.152, -1.716, 0.305], [1.344, -0.490, 0.374], [1.999, -2.499, -0.239], [-0.606, -4.653, 0.359], [2.040, -4.467, -0.766], [1.795, -4.368, 0.963], [-0.457, -3.457, -1.077]]
}